Computed, not measured: a structure of composition C50H51BaClN10P2S2SeTe, with ωB97M-V/def2-TZVPD.

Cartesian coordinates (Å):
H -0.11916 4.55368 2.50479
H -3.20883 2.66622 2.33910
H 0.66541 5.44473 -0.52164
H 4.34380 -2.52020 1.96355
C 1.22567 -1.89747 6.34479
C 2.37339 3.29437 -3.74853
H 2.83154 1.43085 -6.53668
H -2.15904 -1.67958 4.08343
H 3.14614 5.28137 -3.45376
N 1.36577 -3.41387 4.88194
H 2.75033 -1.98119 2.55659
C -3.15503 -0.61905 -2.32060
C -0.04124 5.16717 -3.17861
H -3.15416 4.69191 -6.81492
C -4.51637 -0.29671 0.01987
H -0.20273 -5.35668 0.31929
C -1.71506 -1.41431 2.01016
H 3.00526 -4.52678 5.59628
C -1.37963 -7.90802 -3.55529
H 1.91219 6.88635 1.04036
C 2.29677 -2.71944 6.73834
C -2.05516 -2.16368 3.12337
N -0.00646 3.90826 -2.43986
H -5.91322 -1.74157 -0.73586
H 4.20449 5.40768 -5.67799
H 5.48957 4.68889 0.19337
H -1.04329 -9.40226 -2.04992
C 3.73448 4.08085 -0.86905
C -2.41152 3.86936 -4.97939
H -3.88395 1.04208 2.54347
C -1.15850 -5.60931 -2.84015
H 3.21943 -1.11556 -2.25933
H -4.63333 2.15769 1.39308
C 3.06902 4.44193 -4.13593
H -1.57641 -0.34511 2.10830
C -2.69465 3.63130 -1.84827
H -5.01617 -0.17256 0.96937
C 0.16406 2.68688 1.78413
C -4.32730 -1.34209 -2.12604
H 0.76337 5.82382 -2.84291
P 1.48109 3.09537 -2.15745
C -2.76483 1.33360 0.73869
C 2.37428 4.28993 -1.09770
C -1.17457 1.80974 -5.16062
H 1.18533 -3.94983 4.01594
H -0.62790 0.97686 -4.69988
C 2.30036 2.20985 -4.62242
H -3.43025 5.78787 0.66851
H -4.65788 -2.04116 -2.88203
C 1.73060 5.30035 -0.38954
C 2.89912 2.28681 -5.87537
C -3.67990 1.83827 1.81900
C 2.34906 -3.68695 5.75618
Cl 1.23180 -4.90906 2.13550
H -4.16217 2.53215 -2.97174
C 3.48338 -1.88758 1.75904
H 4.65942 -1.20085 -1.17142
Te 2.54829 -2.48344 -0.07001
Se 0.66732 -1.02548 -3.70510
C -1.42973 -6.54375 -3.82904
C -1.36244 1.82919 -6.53923
N -0.63110 -5.09984 -0.56723
H 0.07056 5.01039 -4.25507
H -0.62407 -7.73760 -0.25156
H 1.79040 1.28517 -4.32543
C -3.33808 0.38884 -0.26258
N -1.45615 -3.19099 -1.70752
N -2.68439 0.23241 -1.41668
C 3.66850 4.51222 -5.38404
N 0.66784 -2.32669 5.21964
C -1.69135 2.83730 -4.37182
C 3.58845 -1.01703 -1.23662
H 0.84359 -1.00707 6.82068
C -2.59778 3.88413 -6.35292
H 3.78139 -0.84472 1.66003
H -1.64282 -6.19547 -4.83423
C -1.57969 -3.25127 0.67107
H -6.08867 3.49546 -1.78828
H -1.50387 4.79020 -0.49773
H 4.05068 3.48688 -7.23296
C -2.20036 -3.52859 2.96709
C -3.59794 5.08860 -0.14229
H 4.33669 6.51393 1.40904
H -2.00287 -5.14990 1.58617
H 1.49336 3.98719 2.55571
C -0.84988 -7.41593 -1.26207
H 4.24693 3.27665 -1.38667
H 2.94207 -2.61689 7.59440
H -2.54366 -0.74190 -3.21326
H -1.56240 -8.62435 -4.34761
H -0.95064 1.01928 -7.13031
H -2.45431 -4.16408 3.80630
S 1.46670 1.61043 1.43370
C -2.51065 4.54180 -0.80866
Ba 0.23017 -0.11209 -0.89804
C -5.08540 3.80131 -1.51506
C -4.89004 4.72347 -0.49496
H 3.36956 -0.01100 -0.86511
N -1.53514 1.68707 0.61488
C 3.57930 3.43260 -6.25772
H -2.83567 4.66163 -4.37239
H -2.21337 2.87505 -8.21019
H -0.99269 5.67346 -2.99620
C -5.01083 -1.17558 -0.93508
C -0.87396 -6.05768 -1.54673
P -1.27422 2.75328 -2.58779
H -5.74036 5.14196 0.03079
C 2.43280 6.10340 0.50041
C 4.43625 4.87564 0.02223
C -2.06715 2.86243 -7.13568
N -1.11062 2.64553 1.50189
C -3.99740 3.25997 -2.18488
C -1.08553 -8.34307 -2.27326
C -1.94215 -4.08173 1.72812
C -1.20109 -3.84312 -0.64476
S -1.01020 -3.88574 -3.21344
N -1.52312 -1.92500 0.79257
C 3.78838 5.89581 0.70810
N 0.51102 3.76964 2.58713

Force components x, y, z for each atom (eV/Å):
0.01 0.00 0.02
0.01 0.00 -0.01
0.00 0.00 -0.01
-0.01 0.02 0.00
-0.04 0.03 -0.01
0.10 0.01 0.00
0.01 0.02 0.00
0.02 -0.03 0.02
0.01 0.01 -0.01
0.16 -0.21 0.12
0.03 -0.02 0.01
-0.02 -0.03 -0.01
-0.01 0.04 0.08
0.00 0.00 0.00
0.01 -0.08 -0.26
0.11 -0.01 0.03
-0.10 0.07 -0.02
-0.01 0.02 0.02
0.02 -0.03 -0.02
0.01 -0.01 0.01
0.03 -0.04 -0.01
0.01 0.02 -0.03
0.07 0.06 -0.12
-0.01 0.00 0.00
0.00 0.00 0.01
-0.01 0.00 0.00
0.01 0.00 0.00
0.05 0.03 0.00
0.00 -0.02 -0.02
0.01 0.02 0.00
-0.12 -0.07 -0.04
0.01 0.02 0.01
0.00 -0.01 0.00
-0.03 -0.01 -0.01
0.04 0.00 -0.01
-0.01 0.14 0.03
-0.01 0.01 -0.01
0.26 0.05 0.12
0.03 0.04 -0.01
0.00 -0.01 0.00
0.02 -0.08 0.09
-0.15 0.28 -0.31
-0.02 0.07 0.03
-0.04 0.00 -0.01
-0.12 0.26 -0.11
0.00 0.03 0.00
0.01 -0.02 -0.01
-0.01 -0.01 0.00
-0.01 0.00 0.01
0.01 -0.05 0.00
-0.02 0.00 0.01
-0.01 -0.03 0.01
-0.02 0.03 -0.05
-0.02 -0.17 0.06
0.01 0.00 0.00
-0.10 0.02 0.01
0.01 0.02 -0.04
0.26 -0.41 -0.04
0.03 0.16 -0.20
-0.04 0.03 -0.03
0.02 -0.01 0.02
0.01 0.06 -0.01
0.00 0.00 -0.01
0.01 0.00 -0.01
0.01 0.02 0.01
0.00 0.22 0.27
-0.14 -0.15 -0.15
0.12 -0.24 0.10
-0.01 0.00 0.00
-0.05 -0.03 0.01
-0.07 -0.02 -0.07
-0.01 0.06 0.10
0.01 -0.02 0.00
0.00 -0.01 0.03
-0.02 -0.01 0.03
-0.03 0.00 0.03
-0.06 0.00 0.12
0.01 0.00 0.01
0.00 0.01 -0.01
-0.01 0.00 0.01
0.02 -0.01 0.01
0.00 0.00 0.00
-0.01 0.00 0.00
0.05 -0.01 -0.03
0.00 0.02 -0.02
0.00 0.00 0.01
-0.01 0.01 -0.01
-0.01 0.01 -0.01
0.00 -0.02 0.04
0.00 0.01 0.01
-0.01 0.02 -0.01
0.00 0.01 0.00
-0.10 0.04 0.04
-0.03 -0.03 -0.03
-0.77 0.11 -0.46
0.02 -0.03 -0.03
0.01 0.02 0.01
0.04 -0.01 -0.01
0.08 -0.13 0.33
0.00 -0.01 0.00
0.01 0.01 0.00
0.00 0.00 0.00
0.00 -0.01 0.00
0.03 0.00 0.03
0.03 0.05 -0.01
0.12 -0.18 0.06
0.01 0.00 0.00
0.02 0.00 0.02
0.00 -0.04 -0.03
0.00 -0.01 0.00
-0.11 0.10 -0.13
-0.04 0.00 0.03
0.00 0.03 0.02
-0.12 0.00 -0.04
0.03 0.01 -0.01
0.18 0.04 0.17
0.50 0.01 0.34
-0.02 0.02 0.01
-0.10 -0.05 -0.03

## Properties
- Net charge: -2
- HOMO level: -0.545 eV

Atom charges from the Löwdin analysis, given in e for atoms 1 to 2: H 0.068; H 0.060